{"formula": "C6H5O4", "method": "ωB97M-V/def2-TZVPD", "total_charge": -1, "homo_ha": -0.0675, "orbital_gap_ev": 5.0, "de_lowest_kcal_mol": 12.5, "spin_multiplicity": 1, "elements": ["C", "C", "C", "C", "C", "C", "O", "O", "O", "O", "H", "H", "H", "H", "H"], "xyz": [[-0.16002, 0.53657, -0.41358], [-1.31926, 0.68625, -1.06367], [-1.85167, -0.86328, 0.53465], [-0.37704, -0.47295, 0.57277], [3.16421, 1.55400, -1.01066], [0.42886, -1.17153, 1.45355], [2.74715, 1.42086, -2.06948], [3.60480, 1.89397, -0.01395], [-2.39566, -0.13706, -0.58948], [1.68470, -1.13693, 1.54395], [0.73437, 1.03260, -0.51001], [-1.35881, 1.18979, -2.05720], [-2.61432, -0.54373, 1.31075], [-0.20015, -2.03635, 1.91540], [-2.08718, -1.95219, 0.39696]], "atomic_forces_ev_per_a": [[-2.455, -1.578, 1.073], [-0.182, 0.413, -1.444], [-1.436, 0.188, -0.038], [-1.037, -1.044, 2.091], [-0.025, 1.038, -0.366], [0.060, -0.894, -1.476], [-0.655, -0.966, -1.583], [0.783, -0.090, 1.964], [1.608, 1.088, -1.727], [-0.167, 0.065, 0.723], [1.611, 1.018, -0.662], [-0.833, -0.423, 1.012], [1.256, -0.196, 0.302], [0.970, 0.851, 0.164], [0.502, 0.532, -0.033]]}


{"formula": "C6H5O7P", "method": "ωB97M-V/def2-TZVPD", "homo_ha": -0.3251, "orbital_gap_ev": 8.7, "de_lowest_kcal_mol": 9.9, "spin_multiplicity": 1, "elements": ["C", "C", "C", "C", "C", "C", "O", "O", "O", "O", "O", "O", "O", "P", "H", "H", "H", "H", "H"], "xyz": [[-1.62040, -1.60455, -1.03379], [-0.99401, -0.42631, -1.13854], [-1.24124, -2.33451, 0.19935], [-0.06227, -0.40735, 0.12199], [0.79230, 0.59507, 0.40727], [1.63996, 0.63945, 1.65677], [-1.62203, -3.42371, 0.52590], [-0.74782, 2.93668, -2.69022], [-1.13429, 0.58502, -1.98585], [-0.26744, -1.55717, 0.81639], [-2.52073, -2.08074, -1.92295], [0.87270, 1.81404, -0.24633], [2.34741, 1.86806, 1.83444], [-0.97576, 2.20025, -1.49100], [2.45633, -0.24970, 1.70918], [0.99560, 0.48715, 2.64317], [-2.47209, -3.01068, -1.76810], [1.33344, 2.50629, 0.38987], [3.22032, 1.46270, 1.97244]], "atomic_forces_ev_per_a": [[-0.298, 0.711, -0.690], [1.302, -0.356, 3.308], [0.178, 0.346, -1.762], [-1.218, 1.991, -3.165], [0.203, -0.040, 1.761], [0.252, -2.900, 3.006], [0.478, 0.786, 0.478], [0.829, 1.243, -2.113], [0.573, -0.116, -0.321], [0.403, -0.659, 1.126], [0.265, 0.564, 0.409], [1.178, 0.489, 0.751], [0.508, -1.058, -0.344], [-2.114, -0.817, 1.857], [-2.086, 1.740, -0.415], [0.977, 0.111, -2.167], [-0.571, -1.473, -0.152], [-0.876, -1.968, -1.513], [0.015, 1.408, -0.053]]}


{"formula": "C6H6", "method": "ωB97M-V/def2-TZVPD", "homo_ha": -0.3346, "orbital_gap_ev": 9.9, "de_lowest_kcal_mol": 133.0, "spin_multiplicity": 1, "elements": ["C", "C", "C", "C", "C", "C", "H", "H", "H", "H", "H", "H"], "xyz": [[-3.32815, -0.34213, -0.20247], [-2.39666, 0.44916, 0.14163], [-1.40696, -0.82179, -0.29690], [-1.16809, 1.24990, 0.36149], [-0.32963, 0.27371, 0.01436], [1.10802, 0.25072, -0.02835], [-1.43207, -1.62490, 0.48555], [-1.28318, -1.35528, -1.28385], [-0.89287, 2.08610, 0.93836], [1.55359, -0.48430, 0.67519], [1.39991, 1.23078, 0.24472], [1.44926, 0.14133, -1.01704]], "atomic_forces_ev_per_a": [[0.196, 0.030, 0.022], [0.568, 1.182, -0.198], [1.602, -1.576, 0.076], [-0.641, -1.893, 0.169], [-2.540, -1.006, -0.365], [0.567, -0.688, 1.244], [0.179, 0.835, -0.594], [-0.681, 1.085, 0.794], [-0.452, 1.354, 0.189], [-0.148, 0.327, -0.628], [0.700, 1.025, 0.587], [0.652, -0.676, -1.297]]}